Entry 1:
A structure of composition C40H66Ge2N4O5PS4SiTi, computed with ωB97M-V/def2-TZVPD.

Element x y z (Å)
1 Ti -0.060 0.911 -1.819
2 C -0.640 -2.902 -4.202
3 C -0.872 -1.777 -3.186
4 Ge -0.679 -2.521 -1.364
5 C -2.063 -3.948 -1.299
6 C -1.529 -5.377 -1.251
7 C 1.080 -3.338 -1.365
8 C 2.195 -2.741 -1.812
9 Ge 2.259 -0.689 -1.906
10 C 3.057 -0.122 -3.652
11 C 4.432 -0.538 -4.171
12 C 3.391 -0.258 -0.286
13 C 4.895 -0.479 -0.128
14 C 3.376 -3.606 -2.109
15 C 4.661 -3.074 -2.176
16 C 5.773 -3.862 -2.440
17 C 5.626 -5.220 -2.673
18 C 4.349 -5.767 -2.656
19 C 3.246 -4.973 -2.387
20 H -0.687 -2.513 -5.220
21 H -1.403 -3.682 -4.117
22 H 0.338 -3.369 -4.069
23 H -1.845 -1.325 -3.367
24 H -0.113 -1.011 -3.388
25 H -2.701 -3.817 -2.177
26 H -2.704 -3.754 -0.436
27 H -0.901 -5.596 -2.119
28 H -2.335 -6.116 -1.233
29 H -0.910 -5.548 -0.365
30 H 1.114 -4.407 -1.144
31 H 3.010 0.968 -3.592
32 H 2.298 -0.384 -4.395
33 H 5.234 -0.275 -3.475
34 H 4.651 -0.027 -5.114
35 H 4.499 -1.610 -4.360
36 H 2.872 -0.771 0.529
37 H 3.204 0.806 -0.142
38 H 5.161 -1.532 -0.039
39 H 5.261 0.015 0.782
40 H 5.462 -0.059 -0.963
41 H 4.792 -2.016 -2.030
42 H 6.754 -3.402 -2.475
43 H 6.487 -5.840 -2.888
44 H 4.207 -6.820 -2.869
45 H 2.264 -5.427 -2.425
46 S -0.180 1.617 -4.104
47 S -0.013 3.650 -3.737
48 S 1.947 3.802 -3.156
49 S 1.992 2.578 -1.484
50 C -2.190 6.112 -0.395
51 N -3.149 4.971 -0.298
52 C -3.386 4.657 1.142
53 N -2.166 4.394 1.854
54 C -1.265 5.536 1.702
55 N -0.965 5.854 0.311
56 C -0.179 4.786 -0.332
57 P -1.069 3.166 -0.405
58 C -2.681 3.789 -1.053
59 C -1.528 3.149 1.398
60 H -2.708 6.974 0.034
61 H -2.002 6.297 -1.452
62 H -4.156 5.345 -0.707
63 H -4.064 3.802 1.185
64 H -3.895 5.530 1.559
65 H -0.332 5.319 2.225
66 H -1.738 6.407 2.160
67 H 0.754 4.631 0.209
68 H 0.093 5.086 -1.345
69 H -3.457 3.021 -0.991
70 H -2.578 4.070 -2.104
71 H -0.608 2.989 1.960
72 H -2.189 2.314 1.634
73 O -3.502 0.244 -3.278
74 C -3.206 0.335 -2.102
75 O -2.021 0.617 -1.637
76 C -4.257 0.108 -1.047
77 C -5.458 -0.486 -1.407
78 C -6.459 -0.743 -0.468
79 C -6.202 -0.369 0.826
80 O -7.015 -0.478 1.927
81 C -6.201 -0.112 3.036
82 O -5.035 0.529 2.534
83 C -5.012 0.233 1.190
84 C -4.020 0.482 0.282
85 H -5.602 -0.747 -2.447
86 H -7.394 -1.209 -0.745
87 H -5.911 -1.014 3.588
88 H -6.749 0.582 3.672
89 H -3.076 0.922 0.562
90 C -1.224 -0.938 3.214
91 Si -0.810 -2.245 1.907
92 C -2.013 -3.666 2.193
93 C 0.950 -2.893 2.138
94 C -1.015 -1.433 0.236
95 H -0.732 -1.129 4.173
96 H -2.302 -0.935 3.396
97 H -0.945 0.066 2.883
98 H -1.968 -3.977 3.241
99 H -1.800 -4.539 1.574
100 H -3.037 -3.344 1.985
101 H 1.239 -2.928 3.193
102 H 1.685 -2.305 1.583
103 H 1.030 -3.910 1.745
104 H -0.411 -0.520 0.330
105 H -2.057 -1.116 0.175
106 O 0.936 1.361 1.191
107 C 1.840 1.408 2.020
108 C 2.700 2.642 2.187
109 C 2.437 3.392 3.515
110 C 1.794 2.550 4.619
111 C 2.620 1.350 5.080
112 C 3.091 0.459 3.921
113 N 2.125 0.378 2.844
114 H 2.494 3.271 1.322
115 H 3.747 2.342 2.113
116 H 1.780 4.240 3.313
117 H 3.375 3.819 3.878
118 H 0.818 2.195 4.272
119 H 1.588 3.190 5.480
120 H 2.019 0.760 5.776
121 H 3.500 1.689 5.636
122 H 3.279 -0.556 4.271
123 H 4.041 0.821 3.525
124 H 1.556 -0.447 2.749

As for the LUMO energy (spin up / spin down): 2.0 / 2.0 eV. The value obtained for the total energy is -9386.00053 a.u. The max |F| is 0.014 hartree/bohr. Its highest occupied orbital energy (spin up / spin down) is -1.3542 / -4.4244 eV. The expectation value of S² is 2.013. The spin multiplicity is 3. As for the net charge: -1. As for the HOMO-LUMO gap (spin up / spin down): 3.38 / 6.44 eV.

***

Entry 2:
A cluster of 3 separate species, C14H24BNO9 in total, computed with ωB97M-V/def2-TZVPD.

Element x y z (Å)
1 C 0.287 -1.480 4.477
2 C -0.251 -0.335 3.815
3 B -0.848 0.853 2.798
4 C -2.467 1.123 2.845
5 O -3.061 0.315 1.729
6 C -4.293 -0.359 2.170
7 C -5.715 -0.018 1.382
8 O -4.364 -1.283 3.152
9 N 0.168 1.533 1.903
10 C -0.377 2.759 1.207
11 C 0.666 0.481 0.936
12 C 2.007 -0.456 1.246
13 O -0.005 0.247 -0.195
14 H 1.034 -2.319 4.881
15 H -2.956 0.805 3.883
16 H -2.764 2.253 2.621
17 H -6.573 -0.711 1.804
18 H -5.950 1.130 1.500
19 H -5.584 -0.286 0.230
20 H -0.260 3.706 1.907
21 H 0.355 2.967 0.286
22 H -1.444 2.639 0.741
23 H 2.815 -0.396 0.384
24 H 2.474 -0.174 2.308
25 H 1.650 -1.588 1.370
26 C -1.611 -6.175 -2.342
27 O -1.365 -4.919 -2.972
28 C -0.770 -3.999 -2.171
29 O -0.448 -4.165 -1.005
30 O -0.597 -2.863 -2.892
31 C 0.023 -1.800 -2.171
32 H -2.089 -6.832 -3.074
33 H -0.672 -6.638 -2.024
34 H -2.292 -6.053 -1.493
35 H 1.028 -2.088 -1.846
36 H -0.592 -1.504 -1.315
37 H 0.112 -0.942 -2.843
38 C 5.269 4.627 -1.165
39 O 4.896 3.686 -2.170
40 C 3.722 3.049 -1.929
41 O 3.000 3.218 -0.959
42 O 3.492 2.191 -2.955
43 C 2.281 1.446 -2.835
44 H 6.222 5.076 -1.460
45 H 4.523 5.424 -1.086
46 H 5.408 4.128 -0.201
47 H 1.415 2.115 -2.823
48 H 2.300 0.819 -1.938
49 H 2.199 0.793 -3.709

As for the LUMO energy: -0.6 eV. The value obtained for the total energy is -1304.35237 a.u. The max |F| is 0.191 hartree/bohr. Its highest occupied orbital energy is -9.6337 eV. The spin multiplicity is 1. As for the net charge: 0. As for the SMILES: C#CB(COC(C)=O)N(C)C(C)=O.COC(=O)OC.COC(=O)OC. As for the HOMO-LUMO gap: 9.05 eV.

***

Entry 3:
An isolated molecule of C7H8O4, computed with ωB97M-V/def2-TZVPD.

Element x y z (Å)
1 C -2.470 -0.721 -0.030
2 O -1.966 -2.021 -0.003
3 C -0.632 -2.130 0.044
4 C 0.384 -1.237 -0.027
5 O 1.618 -1.825 0.049
6 C 2.645 -0.868 -0.009
7 O 3.825 -1.129 0.028
8 C 1.943 0.400 -0.081
9 C 0.594 0.225 -0.091
10 O -0.411 1.135 0.021
11 C -0.023 2.508 0.056
12 H -3.554 -0.743 -0.048
13 H -2.158 -0.215 0.882
14 H -2.128 -0.248 -0.958
15 H -0.302 -3.164 0.086
16 H 2.460 1.338 -0.197
17 H 0.642 2.769 -0.769
18 H 0.489 2.821 0.991
19 H -0.955 3.106 0.057

As for the LUMO energy: 0.2 eV. The value obtained for the total energy is -572.43177 a.u. The max |F| is 0.034 hartree/bohr. Its highest occupied orbital energy is -8.5588 eV. The spin multiplicity is 1. As for the net charge: 0. As for the SMILES: CO/C=C1/OC(=O)C=C1OC. As for the HOMO-LUMO gap: 8.79 eV.

***

Entry 4:
An isolated molecule of C5H5N, computed with ωB97M-V/def2-TZVPD.

Element x y z (Å)
1 C 1.654 0.076 0.170
2 C 1.215 -1.259 -0.087
3 C -1.162 0.221 0.099
4 C -0.482 -1.063 -0.084
5 C -0.418 1.329 -0.147
6 N 0.961 1.148 -0.181
7 H 2.614 0.264 0.579
8 H -0.487 -1.482 -1.099
9 H -0.865 -1.788 0.596
10 H -0.883 2.254 -0.232
11 H -2.147 0.299 0.386

As for the LUMO energy (spin up / spin down): 0.9 / -1.9 eV. The value obtained for the total energy is -248.04241 a.u. The max |F| is 0.121 hartree/bohr. Its highest occupied orbital energy (spin up / spin down) is -7.8400 / -8.8851 eV. The expectation value of S² is 2.066. The spin multiplicity is 3. As for the net charge: 0. As for the HOMO-LUMO gap (spin up / spin down): 8.75 / 6.98 eV.

***

Entry 5:
A structure of composition C23H5Cl76FO5S, computed with ωB97M-V/def2-TZVPD.

Element x y z (Å)
1 O -0.929 1.083 4.516
2 C 0.135 0.332 4.186
3 C 0.088 -1.237 3.705
4 O 1.332 -1.872 4.163
5 S 1.121 -2.774 5.593
6 O -0.118 -2.337 6.410
7 O 2.464 -2.364 6.577
8 C 2.521 -0.921 6.856
9 C 3.708 -0.154 5.962
10 O 3.715 1.200 5.842
11 F 4.688 -1.044 5.296
12 H 1.207 0.854 4.192
13 H -0.896 -1.810 3.975
14 H 0.140 -1.217 2.513
15 H 2.746 -0.739 8.015
16 H 1.536 -0.331 6.628
17 C -1.702 3.378 7.713
18 Cl -0.647 2.884 9.061
19 Cl -1.330 5.058 7.252
20 Cl -1.426 2.304 6.319
21 Cl -3.406 3.265 8.222
22 C -3.869 -3.184 3.784
23 Cl -5.084 -3.045 2.488
24 Cl -2.835 -1.733 3.788
25 Cl -4.693 -3.330 5.357
26 Cl -2.864 -4.629 3.503
27 C 1.987 4.337 5.081
28 Cl 2.515 3.109 3.903
29 Cl 3.121 5.711 5.057
30 Cl 0.354 4.907 4.654
31 Cl 1.957 3.620 6.712
32 C 2.672 4.823 -0.090
33 Cl 2.725 5.180 1.655
34 Cl 3.956 3.657 -0.497
35 Cl 1.085 4.127 -0.505
36 Cl 2.920 6.327 -1.012
37 C 2.047 3.952 -4.822
38 Cl 3.478 3.074 -5.418
39 Cl 2.474 4.847 -3.341
40 Cl 1.490 5.097 -6.068
41 Cl 0.746 2.790 -4.459
42 C -1.728 -0.036 -2.330
43 Cl -1.527 -0.840 -3.908
44 Cl -1.973 -1.266 -1.065
45 Cl -0.269 0.917 -1.958
46 Cl -3.144 1.044 -2.390
47 C -1.456 -8.216 4.759
48 Cl -0.635 -7.579 3.312
49 Cl -0.424 -9.444 5.535
50 Cl -1.759 -6.886 5.905
51 Cl -3.005 -8.957 4.285
52 C 0.794 2.727 -9.339
53 Cl 2.174 3.839 -9.521
54 Cl 0.467 2.465 -7.607
55 Cl -0.645 3.434 -10.115
56 Cl 1.181 1.169 -10.112
57 C -1.430 -11.166 8.959
58 Cl -2.246 -10.427 7.559
59 Cl 0.058 -10.257 9.328
60 Cl -2.517 -11.124 10.370
61 Cl -1.014 -12.857 8.580
62 C -4.766 3.180 -8.557
63 Cl -5.096 3.201 -10.307
64 Cl -5.312 4.713 -7.831
65 Cl -5.641 1.822 -7.804
66 Cl -3.017 2.983 -8.284
67 C -3.773 -9.868 13.858
68 Cl -5.013 -9.709 15.128
69 Cl -2.460 -10.923 14.439
70 Cl -4.506 -10.581 12.399
71 Cl -3.114 -8.259 13.467
72 C 3.030 10.557 -0.758
73 Cl 3.558 9.329 -1.936
74 Cl 4.164 11.931 -0.783
75 Cl 1.397 11.127 -1.185
76 Cl 3.001 9.840 0.873
77 C -1.976 7.112 -9.801
78 Cl -0.921 6.618 -8.453
79 Cl -1.604 8.792 -10.263
80 Cl -1.701 6.038 -11.196
81 Cl -3.681 6.999 -9.293
82 C 3.425 -5.618 3.794
83 Cl 4.246 -4.981 2.347
84 Cl 4.457 -6.846 4.570
85 Cl 3.121 -4.287 4.939
86 Cl 1.875 -6.359 3.319
87 C 4.676 -1.443 -10.626
88 Cl 5.497 -0.806 -12.073
89 Cl 5.708 -2.671 -9.850
90 Cl 4.372 -0.112 -9.481
91 Cl 3.126 -2.184 -11.101
92 C 6.284 5.674 -3.813
93 Cl 7.942 5.896 -4.425
94 Cl 6.157 4.092 -3.003
95 Cl 5.901 6.969 -2.650
96 Cl 5.135 5.739 -5.173
97 C 2.525 -5.333 -13.920
98 Cl 1.138 -4.941 -12.873
99 Cl 3.126 -6.963 -13.525
100 Cl 2.013 -5.286 -15.626
101 Cl 3.823 -4.141 -13.656
102 C -6.724 6.483 -12.223
103 Cl -7.053 6.504 -13.974
104 Cl -7.270 8.016 -11.498
105 Cl -7.599 5.125 -11.471
106 Cl -4.975 6.287 -11.950
107 C -4.706 -4.690 11.442
108 Cl -5.035 -4.669 9.691
109 Cl -5.252 -3.157 12.167
110 Cl -5.581 -6.048 12.195
111 Cl -2.956 -4.887 11.715

As for the LUMO energy: -0.7 eV. The value obtained for the total energy is -36727.71324 a.u. The max |F| is 0.204 hartree/bohr. Its highest occupied orbital energy is -10.2798 eV. The spin multiplicity is 1. As for the net charge: 0. As for the HOMO-LUMO gap: 9.59 eV.